{
  "formula": "C48H129N5O28",
  "method": "wB97M-V/def2-TZVPD",
  "lumo_ev": 0.3,
  "e_homo_ev": -8.170,
  "charge": 0,
  "elements": ["H", "H", "O", "N", "H", "H", "C", "H", "H", "H", "C", "C", "H", "C", "H", "H", "H", "H", "H", "H", "H", "H", "H", "O", "H", "C", "O", "H", "H", "H", "N", "H", "H", "H", "H", "H", "O", "H", "H", "C", "H", "C", "H", "H", "H", "O", "H", "H", "C", "H", "O", "H", "H", "H", "O", "H", "H", "H", "H", "H", "H", "H", "H", "C", "C", "C", "O", "H", "O", "H", "H", "O", "C", "H", "H", "H", "H", "H", "C", "O", "C", "H", "H", "H", "H", "C", "H", "O", "H", "H", "H", "H", "H", "C", "O", "H", "H", "H", "C", "H", "C", "H", "H", "C", "H", "C", "C", "O", "H", "H", "N", "C", "H", "H", "C", "N", "O", "H", "H", "O", "H", "O", "H", "H", "H", "H", "H", "H", "O", "O", "H", "C", "C", "H", "H", "O", "H", "H", "H", "C", "H", "C", "H", "C", "C", "H", "H", "O", "C", "H", "H", "C", "H", "H", "H", "C", "H", "H", "C", "H", "H", "C", "H", "O", "H", "C", "H", "H", "C", "C", "H", "H", "H", "C", "H", "H", "H", "H", "C", "H", "C", "H", "H", "C", "O", "H", "O", "H", "H", "C", "H", "O", "C", "H", "H", "N", "O", "H", "H", "H", "C", "O", "C", "H", "H", "H", "C", "C", "O", "C"],
  "xyz": [[-4.236, 2.992, 6.453], [3.957, 3.015, -8.242], [-1.936, 7.004, 2.257], [-4.427, -4.973, -2.680], [-3.330, 3.904, 2.375], [-2.561, -6.869, 10.868], [11.103, 2.431, -3.192], [-3.614, -5.748, 7.700], [0.446, 6.798, -3.818], [-0.110, -0.010, -2.933], [-3.279, 4.793, -3.908], [-4.226, -3.729, -1.858], [-2.576, 5.723, -2.048], [3.713, -4.069, 3.134], [-2.398, 3.570, 8.116], [-1.422, 3.466, 5.826], [2.091, 6.839, -3.282], [-1.439, 1.983, -3.584], [0.304, 7.454, 3.736], [5.888, 5.374, -10.618], [0.012, 1.618, -1.366], [-3.356, -4.384, 8.795], [-0.527, -3.391, -2.623], [-1.132, -1.306, -4.113], [5.161, 3.770, -10.585], [1.273, 6.156, -3.512], [-3.305, 0.752, 9.999], [3.063, 3.771, -9.485], [-2.683, -2.723, 6.694], [9.625, 3.179, -4.005], [-0.910, -0.031, 0.582], [-2.325, -5.282, -2.264], [-5.262, -4.968, -3.248], [-6.971, -4.054, 0.998], [-2.017, 5.704, 5.745], [1.711, 1.353, -1.032], [1.369, -5.193, -3.020], [-3.210, -1.683, 9.559], [3.059, 5.652, -7.243], [-1.065, -1.498, 0.875], [0.383, 5.304, -5.990], [-1.650, 1.063, -4.129], [-2.402, 4.203, 0.867], [-3.179, -7.823, 9.563], [-8.643, -6.774, -1.822], [-2.254, -6.137, 8.946], [-2.528, -4.633, 4.540], [1.983, -3.844, -1.822], [7.718, 3.870, -2.110], [-2.904, -2.940, 4.579], [-2.173, 3.656, -2.012], [1.180, -6.116, -2.835], [10.676, 1.962, -5.269], [-2.712, 2.961, -1.625], [0.228, -4.263, 5.087], [-2.279, 1.005, 0.013], [0.010, -5.595, -4.631], [3.607, -3.107, 3.636], [1.032, 2.877, -6.486], [-1.339, 0.535, 1.301], [0.468, 4.206, -0.962], [-0.931, -4.028, 7.702], [5.176, -4.488, 4.206], [-2.968, 4.769, -2.402], [-6.057, -3.537, 1.290], [1.602, 3.390, -5.711], [2.257, -3.039, -1.376], [11.749, 0.214, -6.451], [-1.212, 7.367, 5.122], [-3.925, -0.593, 7.083], [1.759, 4.725, -7.700], [-2.979, 2.807, 8.060], [-3.119, -6.800, 9.934], [-5.912, -7.538, -0.808], [6.405, 4.189, -9.539], [10.954, 1.531, -2.596], [0.630, -4.097, -4.708], [-3.702, 5.725, -4.284], [-0.698, -3.212, 4.584], [-5.010, -3.756, 0.380], [-1.109, -0.155, -3.345], [-3.228, 1.680, 6.301], [0.076, 4.458, -4.522], [-6.177, -3.559, -1.265], [1.705, 2.848, -4.772], [11.576, 2.091, -4.668], [13.301, 1.069, -6.500], [-2.607, 5.097, 6.199], [-5.078, 0.552, 8.830], [-3.269, 0.159, -4.594], [-4.519, 0.076, 3.059], [-2.724, 7.265, 2.738], [-2.325, 4.705, -4.426], [-3.872, -1.245, 8.812], [-1.599, 2.960, 2.155], [-0.842, -2.088, -0.014], [3.110, -4.788, 3.688], [5.265, 3.679, -3.419], [-2.715, 3.454, 1.596], [-0.382, -6.119, 4.380], [-3.808, -0.693, 3.362], [1.985, -2.860, 0.589], [0.151, 5.897, 4.683], [0.744, 1.536, -0.563], [8.001, 4.713, -1.480], [-5.896, -6.637, -1.421], [-3.221, 2.690, 6.710], [-3.230, -1.031, 7.579], [-1.510, 8.240, 4.855], [-6.270, -5.861, -0.753], [2.870, 3.660, -6.341], [-1.788, -4.479, 7.203], [-1.638, -3.887, -3.810], [1.213, 0.148, 1.073], [-7.960, -7.376, -2.422], [9.915, 3.305, -3.046], [6.553, 3.170, -1.744], [-4.095, -2.866, -2.510], [2.176, 3.951, -0.373], [-1.369, -5.230, -2.194], [-4.127, -6.423, 10.108], [-3.046, 1.058, -4.341], [-1.481, -5.363, 6.644], [-0.596, -3.024, 3.515], [1.349, -5.923, 4.340], [8.446, 1.851, -2.244], [-0.734, -1.176, -4.977], [0.918, 4.507, 0.694], [4.554, 4.965, -9.060], [4.992, -4.619, 3.273], [-0.616, 5.390, 2.472], [-3.525, 2.275, 0.819], [0.510, 0.294, 0.253], [12.171, 2.958, -4.952], [-5.102, -0.186, 10.308], [12.411, 0.927, -4.729], [-0.376, -1.856, 1.640], [-2.702, 3.715, 4.726], [-2.789, 1.011, 9.232], [2.915, -2.042, -3.520], [-5.849, -4.053, 2.228], [0.308, -4.804, -3.943], [3.170, -4.997, 1.306], [-2.481, 3.724, 5.793], [-0.361, 6.748, 4.234], [-3.657, 2.945, -4.107], [-4.568, 2.531, 0.635], [0.715, 2.643, 0.267], [12.685, 0.383, -5.919], [-4.157, -1.724, 3.420], [5.206, 4.700, -1.848], [0.848, 4.630, -5.271], [0.266, -5.100, 3.209], [13.263, -0.523, -5.737], [-3.317, -1.314, 0.578], [5.489, 4.601, -9.961], [-3.382, -0.427, 4.329], [0.874, -0.539, -0.348], [-2.855, -5.127, 8.175], [-8.396, -7.743, -3.351], [-3.212, -3.733, -1.459], [-1.212, 6.085, 3.065], [-2.883, -2.591, 1.698], [1.824, 5.524, -4.665], [9.402, 2.789, -1.038], [5.350, 3.735, -2.333], [1.142, 5.421, -2.718], [-6.137, -2.461, 1.442], [1.112, 3.853, -0.157], [-4.405, 0.007, 9.493], [-1.127, 1.018, -5.085], [-3.920, -6.918, -2.334], [-1.719, -0.313, -2.456], [-5.232, -3.190, -0.865], [-0.717, -2.247, 5.091], [-3.708, -5.933, -0.977], [3.245, -1.442, -1.450], [4.212, -2.793, -1.858], [-4.433, -6.144, -1.763], [-4.726, -1.897, 8.627], [3.288, -3.960, 1.619], [4.462, 3.253, -1.923], [-0.876, 3.043, 1.529], [8.923, 2.804, -2.017], [-2.689, -0.650, 2.498], [3.687, -1.311, -3.760], [3.090, -3.167, -4.412], [-5.264, -2.106, -0.969], [7.694, 4.202, -3.148], [2.819, 4.614, -7.472], [3.432, 4.090, -5.621], [2.203, -3.143, 1.480], [3.232, -2.355, -2.046], [2.690, -3.928, -3.987], [-2.008, 5.560, 3.593], [-2.589, -3.649, 6.302], [-6.730, -6.737, -2.612], [11.987, 2.908, -2.769], [-3.992, 4.757, -2.030], [1.844, -1.887, -3.647], [3.612, 3.996, -8.570], [-4.221, 3.721, -4.156], [-2.181, -3.676, 4.930], [-3.640, 1.462, 1.535], [-7.895, -8.359, -1.956], [4.114, -3.564, 1.028], [0.409, -5.379, 4.253], [-2.641, -1.572, 1.394], [-2.858, 1.687, -0.334], [-0.841, -4.276, -3.177]],
  "forces_ev_per_a": [[-0.8327, 0.0035, 0.6976], [0.9505, 0.3128, 0.2108], [0.7886, 0.3810, -0.4029], [0.5415, 0.9653, 2.4222], [-0.3805, -0.0371, -0.1338], [-0.1152, 0.3345, 0.0754], [1.5644, -0.6432, 0.6742], [-0.4435, 1.0500, -1.2858], [-0.5829, -0.3544, 0.4653], [0.3266, 0.5165, -0.2659], [0.1225, -0.5318, 0.5299], [0.6678, 0.9718, -1.7104], [0.6516, -0.1013, -0.0244], [-1.3512, -0.0706, -0.6892], [0.0965, 0.2751, 0.5999], [0.4334, -0.0671, 0.0676], [-0.1645, 0.1321, 0.7446], [0.2178, 0.0399, -0.1443], [0.4704, -0.0286, 0.3426], [-0.7684, 0.5766, 0.1312], [-0.2700, 0.0988, -0.0724], [-0.0076, 0.3025, 0.1661], [0.2562, 0.0146, 0.1801], [-0.5795, -1.4685, -0.5540], [-0.4009, -0.0330, -0.4938], [1.8572, 0.5975, -1.1460], [-0.7956, -0.1675, 0.0437], [-0.8294, -0.1706, 0.0572], [0.0541, 0.1771, -0.2671], [-1.7099, 0.5845, 0.0801], [1.3698, -1.1866, -0.8495], [-0.0933, 0.1336, -0.6056], [-0.1249, 0.1826, 0.0129], [-0.4142, 0.5329, -0.6054], [0.1931, -0.0568, -0.1381], [0.4896, 0.5624, -0.0960], [-0.5260, 0.2203, -1.3389], [0.2960, -0.3053, -0.5076], [0.7768, -0.1768, 0.1736], [-2.7420, 1.8055, 0.8043], [-0.2171, -0.6623, -0.8142], [0.8277, -0.4454, 0.7539], [-0.6336, 0.4030, -0.2071], [-0.4113, -0.1544, 0.0960], [-0.2301, 0.1132, -0.1930], [0.2516, -0.2090, 2.2756], [0.6079, -0.1924, -0.4120], [-0.0803, -0.5021, -0.1981], [1.8843, -1.8151, 0.2152], [0.3472, 0.1531, -1.1570], [0.1207, 1.2086, -0.7060], [0.1978, -0.1092, 0.3702], [-0.0041, -0.0506, -0.5340], [-0.1368, -0.4051, 0.3812], [0.1282, 2.0722, 0.0204], [0.6665, -0.6201, -0.3849], [0.0224, -0.8241, 0.5758], [0.0955, 0.2936, -0.1887], [-0.4693, -0.5032, 0.4665], [0.7259, -0.1527, 0.8545], [0.1935, 0.1672, -0.4615], [-0.1254, 0.0601, 0.0833], [0.4872, -0.2586, 0.0057], [-1.2051, 0.5731, -0.6308], [0.2182, -0.3731, 0.4097], [-0.9793, 0.7196, -0.6033], [-1.7534, -1.1438, 1.0156], [0.0154, -0.5071, -0.5087], [-0.6212, 0.1650, 1.5518], [0.1566, 0.1350, -0.6228], [-0.1107, -0.2701, -0.6252], [0.7697, -0.1024, 0.2616], [1.5822, -0.4413, -1.1670], [0.1457, -0.4151, -0.4088], [0.2292, -0.1102, 0.7396], [0.0750, -0.4186, -0.3218], [0.5671, 0.6539, 0.6398], [-0.2900, 0.0466, 0.4613], [-1.9835, -2.5508, 0.6319], [0.3619, -0.2364, 0.7967], [-0.3913, 1.3313, 0.5617], [1.0367, -0.1795, 0.1934], [-0.0930, -0.6262, 0.0251], [-0.6759, 0.1825, 0.0816], [0.3575, -0.6588, -0.3955], [-0.1475, -0.1211, 1.1670], [0.2093, 0.0161, -0.5448], [-1.1670, -1.0434, 1.2748], [0.3030, 0.6052, -0.6371], [-0.3764, -0.1187, -0.1369], [-0.5217, -0.3627, 0.0427], [-0.0111, -0.0397, 0.0057], [0.0440, -0.5394, -0.4797], [-1.3609, -0.3943, 1.3947], [2.2793, -1.2495, 1.5699], [-0.4550, 0.0819, -0.2231], [-1.0181, 0.3317, -0.3443], [0.5244, 0.3312, -0.0104], [-2.2708, -0.6785, -2.7732], [-0.2326, -0.2304, 0.4979], [1.1056, -0.0744, -0.1721], [0.5516, -0.5400, -0.5242], [0.2282, 0.3781, 0.4487], [0.0974, -0.8132, -0.1739], [-0.5409, 0.2236, 0.2025], [0.5640, 1.1168, 0.2680], [-1.9009, 2.0223, -2.9961], [0.2282, 0.7422, 0.1196], [0.2266, -0.0710, -0.2996], [-0.5726, 0.2008, -0.0120], [0.7461, 0.7863, 0.9631], [-2.6543, -1.8998, 0.3668], [-0.0521, -0.3523, -0.2895], [-0.1155, 0.8274, 0.6654], [-0.2802, -0.9532, 0.4076], [0.8464, -1.3163, -0.1864], [-1.3431, 0.3803, -0.7809], [-0.2078, -0.1854, -0.8889], [0.1972, -0.2314, -0.3678], [1.1687, 0.3258, -0.8282], [0.1609, 0.5247, -0.3292], [0.1399, -0.3719, 0.1732], [0.5744, 0.2407, -0.1137], [0.3051, -0.2947, -0.0872], [0.1775, 0.6149, 0.5076], [0.3590, -0.2939, -0.0370], [0.1830, 0.2683, -0.0263], [0.1260, 0.3707, -0.0306], [-0.6387, 1.1676, 1.9831], [1.1968, 0.3424, -0.2519], [-0.0947, 0.2735, -0.1573], [0.6554, 0.1744, 1.1152], [-0.9542, -1.2452, -0.0694], [-0.1841, 0.0907, -0.6746], [0.4522, -0.5857, 0.3520], [-1.2244, 1.5839, 4.1181], [-0.1130, 0.1068, 0.3728], [-0.6904, -0.8985, 0.0372], [0.1607, 0.4202, -0.1032], [0.6209, -1.8835, 0.5909], [0.6197, 0.3116, 0.1211], [-0.0300, -0.4871, -0.4608], [-0.5058, -0.1622, -0.3786], [1.9794, 0.0573, -0.0245], [-0.6034, -0.7487, -3.4190], [-0.3723, -0.7530, -0.1333], [0.1644, 0.4770, -0.7719], [-0.6459, -1.9251, 1.8985], [0.2913, -0.0366, -1.8949], [-0.6653, 0.1891, -0.0297], [0.2571, 0.7405, -0.9054], [0.4693, 2.0278, 0.6665], [0.4442, 0.2200, -0.3211], [-0.2423, -0.1249, -0.2206], [-0.0278, 0.3591, -0.0835], [1.6773, -1.9022, -1.3296], [-0.3036, 0.0749, 0.2262], [-0.3913, -0.1823, -0.6458], [0.4939, -0.4164, 0.0914], [0.0284, 1.0978, -0.4953], [-0.0809, -0.4918, 0.6101], [-0.5408, 0.5448, 1.6925], [-0.0167, -0.0655, 0.2549], [-0.6089, -0.9803, 0.3020], [-0.0369, 0.0277, -0.1318], [0.1195, -0.1095, 1.9393], [-0.5748, 0.2829, 0.0850], [-0.6262, 0.0154, 0.2065], [-0.0782, 2.2428, -0.2887], [0.5412, 0.1890, -0.0094], [0.1730, 0.4534, -0.3198], [-0.2329, -0.5287, -0.0470], [-0.3112, -0.1853, -0.0321], [-0.4753, -1.6142, -1.3932], [1.3843, -0.1970, 0.4553], [-0.8792, -0.0458, 0.7512], [0.3638, 0.7063, -0.5305], [0.2895, -0.2838, -0.6288], [-0.7754, -0.9813, -2.2544], [-0.0759, -0.4608, 0.1937], [1.9674, -0.7514, 0.9922], [0.2803, -0.9005, -0.0189], [0.4282, -0.3397, -0.1578], [-0.8033, 2.1637, -1.9394], [0.4744, -0.4973, -0.9728], [-0.7327, 0.4361, -0.7180], [0.8069, 0.3214, 0.2490], [0.1878, 0.3188, 0.8402], [-0.1909, 0.0552, -0.0932], [-1.4683, -0.7213, 0.8005], [0.3719, -0.0385, 0.0693], [-1.9095, 0.8180, 1.1678], [0.4088, 1.2718, -0.1268], [-0.0109, -0.3502, 0.0505], [0.3348, -0.8332, 0.0870], [1.2224, -0.4638, 1.3451], [1.5617, -0.0207, 0.5450], [-0.0394, 0.1397, 0.3858], [0.0202, -0.4566, 0.8066], [0.0494, 1.5171, 0.4079], [0.4486, 0.5769, -2.4330], [1.1963, 1.1151, -0.2917], [-0.3202, 1.0603, -0.4113], [0.2725, -0.0142, 0.3655], [0.6020, -0.0438, 0.8251], [0.4795, -0.0090, 0.1795], [-1.3839, -0.0260, -1.1242], [2.6074, -0.2265, 0.0100], [-1.5469, 1.7156, 0.7415], [-1.4657, 0.3757, 1.5025]]
}